# C20H28N2O3

A single C20H28N2O3 molecule at a distorted geometry (ωB97M-V/def2-TZVPD, the OMol25 dataset).

Structure (XYZ):
```
53
Properties=species:S:1:pos:R:3:forces:R:3
C -7.099695 -1.581839 -0.761748 0.3 0.1 -0.1
H -7.536948 -0.607042 -0.562983 -0.1 0.1 0.0
H -7.410537 -1.892850 -1.756326 -0.1 0.0 -0.1
H -7.497735 -2.293563 -0.040753 -0.1 -0.1 0.1
C -5.576332 -1.533987 -0.676640 0.0 -0.2 0.1
C -4.991676 -2.901823 -1.022655 0.0 0.3 0.0
H -5.320610 -3.217317 -2.009884 0.0 -0.1 -0.1
H -5.316911 -3.646834 -0.298985 0.0 -0.1 0.1
H -3.904182 -2.870180 -1.019692 0.1 0.0 0.0
C -5.103343 -1.099705 0.716394 0.0 0.4 -0.4
C -5.297644 0.397760 0.967961 -0.2 -0.4 0.4
H -5.020459 0.653636 1.998202 0.0 0.1 -0.1
O -4.591246 1.200408 0.043503 0.2 0.2 -0.2
C -3.244040 1.326606 0.137330 0.3 0.1 -0.1
C -2.453160 0.860438 1.184653 -0.4 -0.1 0.1
C -1.085019 1.065725 1.170010 0.2 0.1 -0.2
C -0.472526 1.736530 0.118473 -0.3 0.0 0.0
C -1.272881 2.224150 -0.915091 0.1 -0.1 0.1
C -2.632079 2.018822 -0.912494 -0.2 -0.1 0.1
H -3.255885 2.389671 -1.710398 -0.1 0.0 -0.1
H -0.797171 2.766510 -1.717845 0.0 0.1 -0.1
C 0.990825 2.000487 0.043090 0.0 -0.1 0.2
O 1.453888 2.924075 -0.599123 0.1 0.1 -0.2
N 1.772516 1.146863 0.755424 0.0 -0.3 0.2
H 1.368696 0.302865 1.127317 -0.1 0.1 -0.1
C 3.211766 1.206087 0.702859 0.2 0.1 -0.3
H 3.608258 0.955983 1.688286 0.0 0.1 -0.1
H 3.493449 2.226832 0.439981 0.0 -0.2 0.1
C 3.776397 0.253727 -0.370297 0.0 0.2 0.4
C 3.381526 -1.167997 -0.085978 -0.1 -0.1 -1.2
C 3.160206 -2.218471 -0.929232 0.1 0.5 0.3
C 2.886230 -3.340632 -0.108411 0.0 0.0 0.6
C 2.961411 -2.891537 1.171363 -0.2 -0.8 -0.4
O 3.260653 -1.580638 1.197341 0.1 0.5 0.3
H 2.828062 -3.381523 2.115421 0.0 0.0 0.2
H 2.665367 -4.337176 -0.431511 -0.1 -0.2 0.0
H 3.179440 -2.195008 -1.999743 0.0 0.1 -0.2
N 5.218852 0.443126 -0.507665 -0.1 0.1 0.0
C 5.715675 0.052886 -1.809497 0.0 0.0 0.0
H 6.765726 0.334284 -1.877299 0.0 0.0 -0.1
H 5.633028 -1.028767 -1.996044 0.0 0.0 0.0
H 5.164384 0.587869 -2.580582 0.0 0.0 -0.1
C 6.002215 -0.164833 0.548546 0.0 0.1 0.0
H 6.032389 -1.263332 0.484790 0.0 0.0 0.0
H 5.601478 0.117431 1.518320 0.0 0.0 0.1
H 7.022918 0.209756 0.476937 0.0 0.0 0.1
H 3.327806 0.543909 -1.326925 0.0 -0.1 0.1
H -0.506310 0.717701 2.013869 0.0 0.0 0.1
H -2.890232 0.346084 2.026470 -0.1 0.0 0.0
H -6.343996 0.675252 0.820691 0.1 0.0 0.1
H -5.646260 -1.654557 1.484114 0.0 -0.1 0.1
H -4.041474 -1.335819 0.814221 0.0 0.0 0.1
H -5.205995 -0.801897 -1.402163 0.0 0.0 0.0
```
Positions in Å, forces in eV/Å.

As for the spin multiplicity: 1. The value obtained for the HOMO-LUMO gap is 9.06 eV. As for the relative energy (zero: lowest compared OMol25 entry of this formula, charge and spin): 2.314 eV. The value obtained for the HOMO energy is -8.44 eV. The SMILES is CC(C)CCOc1ccc(C(=O)NC[C@H](c2ccco2)N(C)C)cc1. The value obtained for the largest force on an atom is 0.0229 hartree/bohr. As for the net charge: 0. The value obtained for the LUMO energy is 0.63 eV.

# C20H28N4OS

A single C20H28N4OS molecule (ωB97M-V/def2-TZVPD, the OMol25 dataset).

Structure (XYZ):
```
54
Properties=species:S:1:pos:R:3:forces:R:3
C -3.681102 -3.234509 0.015992 -0.1 0.0 -0.2
C -3.795849 -2.577578 -1.354070 0.2 0.1 0.0
C -2.944233 -1.314955 -1.480769 -0.3 0.0 0.1
H -1.923775 -1.529366 -1.154052 0.1 0.0 0.0
H -2.904524 -1.014435 -2.531692 0.1 0.0 0.0
C -3.490296 -0.145775 -0.657685 0.1 -0.3 0.0
N -2.668026 1.034514 -0.810796 -0.3 0.0 -0.2
C -1.758715 1.401217 0.114547 0.0 0.6 -0.5
O -1.680900 0.873245 1.207815 0.1 -0.3 0.4
C -0.787667 2.488209 -0.336277 0.1 -0.3 0.4
C 0.328410 1.745229 -1.094107 0.0 0.1 -0.2
C 1.595741 2.575015 -1.295524 0.1 -0.1 0.1
C 2.096853 3.264271 -0.023768 0.0 0.0 0.0
C 0.959504 4.078268 0.597435 0.1 -0.1 0.0
C -0.279086 3.244755 0.891726 0.0 0.1 -0.1
H -0.079530 2.529821 1.690388 -0.1 0.0 0.0
H -1.078342 3.897528 1.251961 0.0 -0.1 0.1
H 0.690114 4.874228 -0.101874 0.0 0.1 0.0
H 1.303378 4.554073 1.518266 0.0 0.1 0.0
H 2.874220 3.976749 -0.323479 0.0 -0.1 0.0
C 2.803022 2.311039 0.962687 0.3 0.6 -0.2
N 2.138122 1.060001 1.221272 -0.4 -0.2 0.3
C 2.556029 -0.102783 0.705258 0.2 -0.3 0.0
N 3.673117 -0.102653 0.018568 -0.5 0.7 0.4
C 4.187903 -1.227550 -0.481932 0.3 -0.9 -0.3
S 5.579757 -1.247806 -1.364737 0.5 -0.1 -0.3
N 3.535566 -2.423989 -0.256167 0.0 0.1 0.0
C 2.340557 -2.503164 0.396077 -0.4 0.3 0.2
C 1.673584 -3.722196 0.544180 0.0 0.0 0.0
C 0.455962 -3.762774 1.185608 0.2 0.0 -0.1
C -0.117881 -2.596165 1.680538 -0.1 0.2 0.1
C 0.533052 -1.387367 1.547604 0.0 -0.1 0.0
C 1.774959 -1.318776 0.913329 0.1 -0.4 -0.2
H 0.044919 -0.500480 1.920641 0.0 0.1 0.0
H -1.077386 -2.630691 2.172163 -0.1 0.0 0.0
H -0.058111 -4.705892 1.298458 0.0 -0.1 0.0
H 2.123314 -4.620198 0.146964 0.0 -0.1 0.0
H 3.961881 -3.256916 -0.640952 0.0 0.2 0.0
H 1.255972 1.079651 1.708182 0.1 -0.1 -0.1
H 2.946413 2.834236 1.913742 0.1 0.0 0.0
H 3.778335 2.043161 0.551616 -0.1 0.1 0.2
H 2.381406 1.929047 -1.690764 0.0 0.0 -0.1
H 1.391836 3.349181 -2.039520 0.0 0.0 -0.1
H 0.564954 0.827161 -0.558315 -0.1 0.0 -0.1
H -0.050208 1.445498 -2.075510 0.0 -0.1 0.0
H -1.283300 3.188422 -1.015781 0.0 0.0 0.0
H -2.629813 1.451524 -1.727568 0.1 0.1 0.1
H -3.478568 -0.388312 0.405677 -0.1 0.0 -0.1
H -4.514449 0.087393 -0.963941 0.0 0.0 0.1
H -3.471410 -3.291259 -2.114511 -0.1 0.0 0.0
H -4.840304 -2.330371 -1.557225 -0.1 0.0 -0.1
H -4.256793 -4.156822 0.040221 0.0 -0.1 0.1
H -4.056757 -2.579805 0.797504 0.0 0.0 0.2
H -2.641857 -3.470824 0.232599 0.1 0.0 0.1
```
Positions in Å, forces in eV/Å.

As for the spin multiplicity: 1. The value obtained for the HOMO-LUMO gap is 7.80 eV. As for the relative energy (zero: lowest compared OMol25 entry of this formula, charge and spin): 0.082 eV. The value obtained for the HOMO energy is -7.64 eV. The SMILES is CCCCNC(=O)[C@H]1CC[C@@H](CNc2nc(=S)[nH]c3ccccc23)CC1. The value obtained for the largest force on an atom is 0.0192 hartree/bohr. As for the net charge: 0. The value obtained for the LUMO energy is 0.16 eV.

# C20H28N4OSSbSe4TeW

A molecular structure, C20H28N4OSSbSe4TeW at a distorted geometry (ωB97M-V/def2-TZVPD, the OMol25 dataset).

Structure (XYZ):
```
61
Properties=species:S:1:pos:R:3:forces:R:3
W -0.501179 -0.142744 -0.301494 1.5 -0.4 -1.3
Se 1.333489 -1.427819 1.385061 -0.1 0.5 -0.1
Sb 0.884550 0.969334 1.686250 -1.0 -0.8 -0.3
Se 0.965929 0.225972 -2.027031 -0.2 0.0 0.3
Se -1.815136 0.442365 1.722125 -0.4 0.3 0.9
Se 1.720564 2.595207 3.093638 0.3 0.4 0.3
C -0.193760 3.591287 -2.235166 0.0 0.0 0.0
Te -1.345417 2.580904 -0.742710 0.2 -0.1 0.2
C -0.508446 4.147064 0.457788 0.1 0.0 0.0
C -0.524940 5.314394 -0.492146 0.0 0.1 0.0
C -0.682327 6.627347 -0.068170 0.0 -0.1 0.0
C -0.679963 7.658338 -0.996148 0.0 0.0 0.0
C -0.527504 7.381381 -2.347496 0.0 0.0 0.0
C -0.374171 6.071366 -2.778285 0.0 0.0 0.0
C -0.368479 5.036669 -1.853016 0.0 0.0 0.0
H -0.521572 3.353766 -3.243729 0.0 0.0 0.0
H 0.831526 3.241666 -2.102351 0.0 0.0 -0.1
H 0.505047 3.862030 0.739897 0.0 0.0 0.0
H -1.087807 4.309788 1.362757 0.0 0.0 0.0
H -0.807297 6.842603 0.985971 0.0 0.0 0.0
H -0.805748 8.680016 -0.663356 0.0 0.0 0.0
H -0.534432 8.186636 -3.069861 0.0 0.0 0.0
H -0.259229 5.854901 -3.833192 0.0 0.0 0.0
C -1.988839 -3.113819 1.789465 0.0 0.0 0.0
N -1.063810 -3.852434 0.940275 -0.1 -0.1 0.0
C -0.548384 -5.121022 1.454210 0.0 0.1 0.0
C -0.061744 -5.989257 0.315806 0.0 0.0 0.0
C 0.918729 -5.198998 -0.522243 0.0 0.0 0.0
N 0.327803 -3.922556 -0.923427 0.0 -0.1 0.0
C 0.866106 -3.295862 -2.124124 0.0 0.0 0.0
C -0.561886 -3.285412 -0.157775 0.0 0.1 -0.1
O -1.001758 -2.131923 -0.536310 0.1 0.1 0.2
H -2.531915 -3.834609 2.398166 0.0 0.0 0.0
H -2.688365 -2.554891 1.174277 0.0 0.0 0.0
H -1.455462 -2.420652 2.440471 0.0 0.0 0.0
H -1.358131 -5.607233 1.995610 0.0 0.0 0.0
H 0.256667 -4.920533 2.168615 0.0 0.0 0.0
H -0.907882 -6.300613 -0.299536 0.0 0.0 0.0
H 0.417579 -6.884863 0.708362 0.0 0.0 0.0
H 1.176715 -5.738864 -1.431719 0.0 0.0 0.0
H 1.846695 -5.014137 0.027874 0.0 0.0 0.0
H 1.103138 -4.083076 -2.837814 0.0 0.0 0.0
H 1.772443 -2.733013 -1.898566 0.0 0.0 0.0
H 0.129674 -2.631358 -2.563208 0.0 0.0 0.0
C -6.069115 2.265176 0.425924 0.0 0.0 0.0
C -5.501269 0.922354 0.123181 0.0 0.0 0.0
C -5.947453 -0.265464 0.635855 0.0 0.0 0.0
C -5.262993 -1.437805 0.290121 -0.1 0.0 0.1
N -4.190626 -1.431011 -0.504535 0.0 0.0 -0.1
C -3.765640 -0.277796 -0.985946 0.2 0.0 0.0
S -2.348932 -0.129075 -2.005133 -0.6 0.0 -0.1
N -4.432861 0.865211 -0.701377 -0.1 0.1 0.1
C -5.691335 -2.760623 0.830318 0.0 0.0 0.0
H -7.065458 2.174288 0.849240 0.0 0.0 0.0
H -6.114726 2.885506 -0.469213 0.0 0.0 0.0
H -5.427678 2.768134 1.153597 0.0 0.0 0.0
H -6.805510 -0.288809 1.290980 0.0 0.0 0.0
H -4.042523 1.727739 -1.071220 0.0 0.0 0.0
H -6.764884 -2.788580 1.007400 0.0 0.0 0.0
H -5.191369 -2.932711 1.787167 0.0 0.0 0.0
H -5.399202 -3.554979 0.148195 0.0 0.0 0.0
```
Positions in Å, forces in eV/Å.

As for the spin multiplicity: 1. The value obtained for the HOMO-LUMO gap (spin up / spin down) is 6.13 / 6.13 eV. As for the relative energy (zero: lowest compared OMol25 entry of this formula, charge and spin): 1.519 eV. The value obtained for the HOMO energy (spin up / spin down) is -9.99 / -9.99 eV. The value obtained for the largest force on an atom is 0.0404 hartree/bohr. As for the net charge: +1. The value obtained for the LUMO energy (spin up / spin down) is -3.86 / -3.86 eV.

net charge of number 2 (C20H28N4OS)? 0

The lowest largest force on an atom belongs to which entry? C20H28N4OS

Number 2 is which compound? C20H28N4OS

The lowest largest force on an atom belongs to which entry? C20H28N4OS